No. 1
{
  "formula": "C4H11NO2",
  "method": "ωB97M-V/def2-TZVPD",
  "e_tot_ev": -9911.498,
  "smiles": "CCO[C@@](C)(N)O",
  "homo_lumo_gap_ev": 10.938,
  "elements": ["C", "C", "O", "C", "C", "N", "O", "H", "H", "H", "H", "H", "H", "H", "H", "H", "H", "H"],
  "positions_angstrom": [[-1.990194, 0.738575, 0.700550], [-0.866221, -0.048911, 1.362830], [-0.152252, -0.911935, 0.493968], [0.582168, -0.395954, -0.594890], [1.533559, 0.751978, -0.226117], [1.358526, -1.489262, -1.124541], [-0.300009, 0.029705, -1.603740], [-1.594174, 1.438634, -0.030762], [-2.548772, 1.285164, 1.469490], [-2.665288, 0.063149, 0.196065], [-1.278902, -0.734351, 2.107990], [-0.173377, 0.632594, 1.869735], [2.264147, 0.412523, 0.501266], [0.976985, 1.596203, 0.170793], [2.046692, 1.060335, -1.136930], [0.744773, -2.285999, -1.253922], [2.079218, -1.766027, -0.470149], [-0.016881, -0.376425, -2.431633]],
  "forces_ev_per_a": [[0.271, 0.054, 0.348], [-0.166, 0.160, 0.017], [0.059, -0.041, -0.169], [0.645, -0.075, 0.066], [-0.423, -0.323, -0.165], [0.034, 0.011, -0.228], [-0.353, 0.060, -0.131], [-0.083, 0.081, -0.012], [0.107, -0.038, -0.129], [-0.212, -0.165, -0.194], [0.058, 0.174, 0.016], [-0.019, -0.044, 0.040], [0.086, 0.023, 0.179], [0.007, 0.080, 0.023], [-0.035, 0.007, 0.100], [-0.037, -0.059, 0.092], [-0.015, 0.025, 0.013], [0.075, 0.069, 0.133]]
}

---

No. 2
{
  "formula": "C4H11NO2",
  "method": "ωB97M-V/def2-TZVPD",
  "multiplicity": 2,
  "total_charge": 1,
  "e_tot_ev": -9902.398,
  "homo_lumo_gap_ev": [12.190, 7.718],
  "elements": ["C", "C", "C", "O", "N", "C", "O", "H", "H", "H", "H", "H", "H", "H", "H", "H", "H", "H"],
  "positions_angstrom": [[0.749800, 1.322291, -0.051928], [0.696839, 0.586481, -1.396051], [-0.478411, -0.388879, -1.590971], [-1.579864, -0.121389, -0.742328], [0.957770, 0.492770, 1.111438], [0.644800, -0.942061, 1.211722], [-0.674702, -0.964464, 1.621763], [1.625218, 1.990892, -0.082300], [-0.120975, 1.948218, 0.174871], [1.680693, 0.164657, -1.542574], [0.673584, 1.407691, -2.126287], [-0.762299, -0.361584, -2.643252], [-0.131825, -1.398570, -1.366943], [-1.743591, 0.820467, -0.635915], [0.943804, 0.973440, 2.010292], [0.833370, -1.411619, 0.259030], [1.267179, -1.361340, 1.988028], [-1.244368, -0.796900, 0.833358]],
  "forces_ev_per_a": [[0.443, -0.362, -0.083], [-0.167, 1.141, 0.377], [0.840, 0.186, -0.498], [-0.111, -0.216, 0.341], [-0.390, -0.038, 0.017], [0.109, 0.073, 0.209], [-0.053, 0.018, 0.028], [-0.244, 0.151, 0.131], [0.067, 0.140, -0.096], [0.122, -0.649, -0.183], [-0.254, -0.236, 0.044], [-0.198, -0.081, 0.070], [-0.400, -0.013, -0.140], [-0.180, 0.073, -0.397], [0.082, 0.037, 0.020], [0.130, -0.122, -0.080], [0.169, -0.156, 0.164], [0.036, 0.054, 0.077]]
}

---

No. 3
{
  "formula": "C4H11NO2S",
  "method": "ωB97M-V/def2-TZVPD",
  "e_tot_ev": -20744.112,
  "smiles": "N[C@@H](C=O)CCS.O",
  "homo_lumo_gap_ev": 9.327,
  "elements": ["N", "C", "C", "O", "C", "C", "S", "H", "H", "H", "H", "H", "H", "H", "H", "H", "O", "H", "H"],
  "positions_angstrom": [[-0.484700, 0.385460, 0.766261], [0.441720, 0.043883, -0.193485], [1.063114, 1.350251, -0.706215], [1.308040, 2.256161, 0.110789], [1.840119, -0.529885, 0.242800], [1.752684, -1.976308, 0.881269], [1.336979, -3.116888, -0.392955], [-0.281450, 1.084076, 1.463749], [-1.381875, 0.780992, 0.564258], [-0.042397, -0.733552, -0.951020], [1.260281, 1.569372, -1.756541], [2.353018, -0.669102, -0.712745], [2.423045, 0.031633, 0.995240], [0.772158, -2.013219, 1.481555], [2.711817, -2.071353, 1.555210], [-0.021530, -3.081941, -0.487486], [-5.270318, 2.295349, -0.649555], [-5.566380, 2.054694, -1.486149], [-4.214324, 2.340377, -0.724980]],
  "forces_ev_per_a": [[-2.288, -0.246, 3.630], [1.828, 0.067, -2.239], [-0.402, 2.680, 1.052], [-0.483, -2.000, -1.869], [-0.739, -2.288, 1.325], [-1.424, 2.310, 1.651], [0.559, -1.979, -1.393], [1.663, -0.224, 0.202], [-0.597, -0.709, -1.619], [1.248, 2.009, 1.175], [0.270, -0.355, -0.439], [0.497, 0.318, 0.249], [-0.587, 0.543, -0.811], [1.913, 0.376, 0.012], [-2.027, -0.848, -1.563], [0.571, 0.337, 0.645], [4.475, 0.852, 2.266], [-0.703, -0.678, -2.404], [-3.774, -0.163, 0.130]]
}

---

No. 4
{
  "formula": "C4H11NO3",
  "method": "ωB97M-V/def2-TZVPD",
  "e_tot_ev": -11956.976,
  "smiles": "CC(=O)O.C=C.NO",
  "homo_lumo_gap_ev": 10.454,
  "elements": ["C", "C", "O", "O", "H", "H", "H", "H", "C", "C", "H", "H", "H", "H", "N", "O", "H", "H", "H"],
  "positions_angstrom": [[3.153924, 0.142016, -1.261285], [1.836224, 0.199456, -0.543815], [1.690444, 0.488706, 0.615875], [0.815834, -0.105194, -1.342685], [3.196624, 0.962136, -1.977065], [3.229334, -0.797974, -1.810255], [3.969474, 0.236756, -0.547145], [-0.036476, -0.055734, -0.870775], [-2.542796, 0.517376, 0.062325], [-2.125646, 0.831506, -1.147955], [-2.506856, 1.222326, 0.876595], [-2.928086, -0.463874, 0.289705], [-2.171236, 0.134176, -1.968265], [-1.746006, 1.812816, -1.383585], [-0.549596, -1.126704, 1.741825], [-1.237816, -0.872474, 2.978185], [-0.084686, -2.020344, 1.880335], [0.184054, -0.415044, 1.681025], [-2.146716, -0.689924, 2.726965]],
  "forces_ev_per_a": [[-0.015, -0.072, 0.065], [0.081, 0.017, 0.090], [0.131, 0.117, 0.300], [-0.201, -0.212, -0.542], [0.026, -0.020, -0.059], [0.030, 0.107, -0.002], [-0.105, -0.005, -0.051], [0.139, 0.075, 0.240], [-0.060, -0.133, 0.120], [-0.096, 0.210, -0.265], [0.045, 0.163, 0.131], [-0.034, -0.136, -0.009], [-0.038, -0.196, -0.134], [0.088, 0.178, 0.018], [-0.049, 0.151, 0.039], [0.341, -0.054, 0.032], [-0.055, 0.096, 0.121], [-0.210, -0.226, 0.127], [-0.020, -0.061, -0.219]]
}

---

No. 5
{
  "formula": "C4H11NO3",
  "method": "ωB97M-V/def2-TZVPD",
  "e_tot_ev": -11957.851,
  "smiles": "CNCCOC=O.O",
  "homo_lumo_gap_ev": 10.382,
  "elements": ["C", "N", "C", "C", "O", "C", "O", "H", "H", "H", "H", "H", "H", "H", "H", "H", "O", "H", "H"],
  "positions_angstrom": [[1.133134, -3.586104, 0.694694], [1.625704, -2.176415, 0.806194], [0.671014, -1.322645, 0.029814], [0.966394, 0.182505, 0.256714], [-0.022025, 0.829274, -0.498005], [-0.432765, 2.113883, -0.189386], [-1.356045, 2.679744, -0.786615], [0.861544, -3.851984, -0.340756], [0.225324, -3.632454, 1.319464], [1.857004, -4.328764, 1.070294], [1.364564, -1.943035, 1.772693], [-0.317806, -1.571815, 0.460624], [0.623784, -1.521145, -1.058225], [0.809534, 0.422665, 1.325904], [1.995354, 0.491434, -0.010186], [0.209074, 2.585073, 0.581114], [-3.173204, 5.203353, -1.836295], [-2.905605, 4.295573, -1.566875], [-4.134984, 5.130864, -2.031175]],
  "forces_ev_per_a": [[-0.135, 0.283, 0.299], [-0.762, -0.180, -0.631], [0.341, 0.041, 0.936], [0.161, -0.881, 1.071], [-1.583, 2.291, -0.691], [-1.276, 0.158, -1.961], [2.695, -1.890, 1.847], [0.244, 0.240, 0.390], [0.032, -0.534, -0.342], [-0.162, 0.509, -0.146], [0.704, 0.057, -0.355], [-0.106, 0.579, -0.569], [0.428, -0.147, 0.619], [0.230, -0.122, -0.276], [-0.518, -0.291, -0.164], [-0.385, -0.072, -0.064], [-0.835, -0.932, 0.044], [-0.147, 0.844, -0.225], [1.073, 0.046, 0.219]]
}

---

No. 6
{
  "formula": "C4H11NO3",
  "method": "ωB97M-V/def2-TZVPD",
  "e_tot_ev": -11958.481,
  "smiles": "COC(O)(O)[C@H](C)N",
  "homo_lumo_gap_ev": 9.602,
  "elements": ["C", "O", "C", "O", "O", "C", "C", "N", "H", "H", "H", "H", "H", "H", "H", "H", "H", "H", "H"],
  "positions_angstrom": [[-0.059831, -0.548430, 2.618981], [0.353693, -0.849846, 1.140415], [0.364451, 0.239656, 0.307121], [-0.710498, 1.089368, 0.544024], [1.530732, 0.972733, 0.394709], [0.275135, -0.383389, -1.218528], [0.242364, 0.750174, -2.226336], [-0.846142, -1.255589, -1.364848], [-1.139068, -0.702200, 2.701013], [0.516878, -1.294853, 3.172241], [0.240752, 0.432355, 2.996304], [-1.519494, 0.532791, 0.572432], [1.421209, 1.647628, 1.077050], [1.191522, -0.969463, -1.304767], [0.186810, 0.337508, -3.231193], [-0.626070, 1.385965, -2.060201], [1.138373, 1.355561, -2.129803], [-1.727937, -0.755483, -1.324244], [-0.832880, -1.984484, -0.664371]],
  "forces_ev_per_a": [[1.087, -0.948, -2.005], [-0.879, 0.272, 3.153], [-0.034, -0.811, -2.519], [-0.985, -0.050, 0.336], [0.044, 0.382, 0.152], [0.647, 1.055, 1.943], [0.104, -0.277, 0.105], [-0.442, -0.287, -0.168], [0.285, 0.050, 0.042], [-0.400, 0.035, -0.105], [-0.085, -0.005, -0.545], [0.718, 0.517, -0.067], [0.013, -0.023, -0.045], [0.015, -0.002, -0.155], [0.017, 0.011, -0.078], [-0.069, 0.045, 0.015], [0.025, 0.095, -0.047], [0.033, -0.071, -0.045], [-0.096, 0.011, 0.033]]
}